1.
C22H58N4O2PtSi4Te2 | the ωB97M-V functional and the def2-TZVPD basis

```
93
Properties=species:S:1:pos:R:3:forces:R:3:mulliken_charge:R:1
H -5.08015 2.95329 -1.22966 0.061 -0.065 -0.051 0.5546
Si -4.40081 -1.01484 -0.62683 0.018 -0.384 0.333 -0.0454
H 1.95447 2.27230 -2.32854 0.032 0.036 -0.089 0.4386
C 0.05806 -6.53626 3.25722 0.002 0.047 -0.147 -1.0148
H 3.30874 -2.50782 -1.18904 -0.108 -0.061 -0.030 0.4901
H 6.18632 -0.63003 0.27112 0.006 0.007 -0.023 0.3414
H 0.25903 5.28491 -5.33897 -0.003 0.000 -0.005 0.2078
Si -5.35914 4.19646 1.05990 -0.457 -0.101 0.071 0.2570
H 2.51669 0.72003 -0.54149 0.019 0.000 -0.009 0.3503
C 3.65380 -3.24093 -0.45676 0.393 0.112 -0.022 -1.0490
H -6.01457 3.19121 3.20529 -0.031 0.006 0.013 0.4063
H 5.96473 -1.86502 -2.31173 -0.005 0.009 -0.021 0.2936
H -3.96220 6.23405 1.24102 -0.003 0.009 -0.003 0.3426
H -4.54169 5.69731 2.81375 0.000 -0.001 0.015 0.3603
Pt 0.89742 -1.01426 0.74317 0.152 0.328 -0.387 0.6377
H 0.97035 3.98869 -0.56931 -0.054 -0.056 0.083 0.4231
H 5.99798 -5.41437 0.12709 -0.015 -0.007 -0.008 0.3156
C 2.51711 2.97274 -1.70157 -0.130 0.058 -0.022 -0.5218
H -0.00353 6.89073 -4.80938 0.027 0.015 -0.035 0.2240
H -4.10922 1.08613 -2.09512 0.054 -0.030 -0.099 0.8005
H -3.28458 -2.58647 -2.17100 0.009 -0.036 0.017 0.3474
H 3.47927 2.50907 -1.47337 -0.045 -0.128 0.007 0.3893
C -4.31060 -2.25924 -1.99643 -0.119 0.220 -0.127 -1.0329
H 3.07573 -5.94786 4.56584 -0.044 -0.041 0.007 0.3695
H 2.73100 0.97908 1.06079 0.075 -0.085 -0.012 0.3601
C 1.26585 5.80698 -3.63630 0.130 0.094 -0.075 0.7802
C 2.48973 -7.42553 1.56585 0.043 0.097 -0.092 -0.9170
H 7.38641 -2.75170 -1.76797 0.020 0.016 -0.018 0.3504
C -3.34738 -1.59714 0.82739 0.066 0.368 -0.283 -0.7228
C -4.14521 5.35204 1.85727 0.065 0.015 -0.148 -0.9911
H 3.06234 5.05990 -1.84517 0.081 -0.024 0.028 0.3953
H 2.23382 6.78439 -2.12146 0.027 0.031 -0.023 0.1787
H -5.01027 2.04093 2.36055 -0.033 0.009 0.093 0.3547
H -6.60764 -1.36534 0.39252 0.016 -0.020 0.017 0.4030
H 0.21424 -7.37416 3.94039 0.008 -0.008 0.019 0.3436
H 2.70416 -8.25418 2.24440 0.007 -0.004 0.018 0.3580
H -7.49501 5.35242 1.13832 -0.062 0.005 -0.022 0.3654
H 5.60744 -4.68088 1.69283 -0.002 0.000 0.013 0.2973
C -6.88442 4.94874 0.32721 0.241 0.143 0.064 -1.0364
H 7.19370 -4.45016 0.97905 0.013 -0.015 0.019 0.3755
H -4.69686 -1.85676 -2.93481 -0.027 -0.027 -0.017 0.3657
O -0.59729 0.43420 0.14826 -0.425 0.883 -0.323 -0.7420
N 0.39152 5.98198 -4.62456 -0.002 0.005 -0.008 -0.3837
H -6.69688 2.25753 1.87664 -0.020 0.010 0.000 0.3025
H 0.95416 2.30406 1.34504 0.023 0.042 -0.002 0.3103
H -2.37243 -1.90363 0.43468 0.036 -0.078 0.079 -0.0448
C -3.51007 0.57671 -1.34307 -0.270 -0.116 0.316 -0.9634
N 1.46422 6.79610 -2.76716 -0.024 -0.069 0.016 -0.3172
C 1.14121 2.03532 0.29803 -0.011 0.283 -0.171 0.0826
H 3.43155 -7.13552 1.09622 0.021 0.007 0.013 0.3077
H 1.82393 -7.80568 0.78885 -0.005 -0.020 0.003 0.3549
H 1.78171 3.99704 -4.30298 -0.004 0.025 -0.024 0.2507
H -3.80527 -2.45253 1.32356 -0.038 -0.046 -0.049 0.4424
C 6.12980 -4.52442 0.74518 0.038 0.082 0.032 -0.9417
H -6.08714 0.29100 0.65870 -0.001 -0.028 0.010 0.1083
H -0.65571 -6.86678 2.50096 -0.018 -0.019 0.001 0.3551
H 2.45685 3.70556 0.32260 -0.006 0.117 -0.046 0.4689
Si 1.68868 -6.05412 2.51637 -0.013 0.004 0.320 0.2275
H -3.17907 4.88100 2.06396 -0.002 -0.018 0.053 0.3293
H 6.36848 -1.57522 1.73529 -0.007 0.010 0.020 0.3628
Te 2.49508 -2.95917 1.27180 0.513 0.307 0.483 0.7360
H -2.56709 0.23165 -1.76098 0.166 0.066 0.039 0.3886
H -7.48107 4.21174 -0.21091 -0.026 -0.021 0.022 0.3577
C 6.29754 -2.79119 -1.84005 0.017 -0.067 0.075 -1.0125
H -6.71660 -0.20553 -0.92044 -0.026 0.025 0.009 0.3528
C 5.72654 -1.42058 0.86660 0.049 -0.024 0.002 -0.8774
H -3.89198 4.24875 -1.01156 -0.001 0.053 0.058 0.5122
C 1.26554 -4.64068 1.18232 -0.247 0.177 -0.264 -0.9446
C 2.77947 -5.23606 3.79381 0.077 0.019 -0.174 -0.9913
H 4.77421 -1.03524 1.24862 -0.008 -0.008 0.024 0.0650
N 2.02551 0.84141 0.34082 -0.114 -0.863 0.242 -0.6936
H 3.70727 -4.84193 3.36533 0.020 -0.032 0.054 0.2608
H 1.33993 -5.02681 0.16549 -0.123 -0.008 -0.020 0.5130
Si 5.56506 -3.00021 -0.14825 -0.236 -0.045 -0.094 0.3411
Te -3.08240 1.98931 0.12202 0.437 -0.313 -0.453 0.5593
H -4.91567 -3.13415 -1.75335 0.023 -0.036 0.041 0.3622
N 1.89637 4.63188 -3.52737 -0.268 -0.144 0.240 -0.1389
C 2.87737 4.22795 -2.52069 0.198 0.013 -0.043 -1.1497
C -4.43236 3.44481 -0.50258 0.308 0.219 0.060 -0.9803
H 3.43061 -4.24780 -0.80960 -0.077 0.015 -0.084 0.5384
C -0.25532 1.60690 -0.12635 0.139 -0.763 0.284 0.6988
C -5.80415 2.78596 2.21385 0.234 -0.077 -0.211 -1.0015
O -1.07591 2.48661 -0.58936 -0.683 -0.130 0.533 -0.9104
H 3.81356 4.03598 -3.04462 0.017 0.080 0.023 0.3693
H 2.25850 -4.41518 4.29431 0.012 -0.009 0.025 0.3604
C 1.76459 3.25988 -0.39365 0.022 -0.061 -0.137 -0.7056
H 1.03644 7.69564 -2.92354 -0.012 0.009 0.011 0.2445
H 6.04754 -3.62332 -2.49968 0.007 -0.013 -0.009 0.3593
H -3.18086 -0.83358 1.59286 -0.034 -0.025 0.041 0.3843
H -0.39150 -5.72511 3.83204 -0.004 0.012 0.010 0.3389
C -6.09994 -0.52041 -0.07598 0.006 0.109 -0.135 -0.7058
H 0.24206 -4.30430 1.37635 -0.047 -0.090 0.075 0.3526
H -6.65174 5.77170 -0.34985 -0.039 0.016 -0.016 0.3598
```
Forces are in eV/Å.

Properties
Relative energy (zero: lowest compared OMol25 entry of this formula, charge and spin) ... 60.8 kJ/mol
Spin multiplicity ... 1
Charge ... +4
E_LUMO (spin up / spin down) ... -12.9 / -11.9 eV
HOMO-LUMO gap (spin up / spin down) ... 5.7 / 6.7 eV

=====

2.
C22H58NO12 | the ωB97M-V functional and the def2-TZVPD basis

```
93
Properties=species:S:1:pos:R:3:forces:R:3:mulliken_charge:R:1
C -1.74284 -0.76072 -0.83836 0.406 0.120 -0.225 -0.0587
H 6.89249 5.61320 -4.63780 -0.005 0.034 0.016 0.3218
C -6.73649 -2.60034 -2.83374 0.008 0.030 0.068 -1.0400
H -2.00420 0.49548 0.74705 0.004 0.023 -0.032 0.1600
O 0.64922 -2.93412 2.14730 -0.004 -0.089 -0.003 -0.4471
O 1.87990 -0.16565 -2.16625 -0.004 -0.038 -0.065 -0.3707
H 4.86504 3.81874 1.25473 -0.049 0.008 -0.004 0.3307
H 5.56183 6.63753 -5.19125 -0.007 0.006 0.014 0.3361
H -5.91556 -4.38194 2.61652 -0.025 -0.025 0.011 0.3366
H 6.02310 -4.11807 -0.43894 0.006 0.018 0.004 0.3466
C -5.23570 -2.45874 -3.01912 -0.001 -0.097 0.069 -0.2700
H -7.26111 -2.52697 -3.78828 0.007 -0.005 -0.010 0.3620
H 1.29717 3.15757 5.56229 -0.003 0.023 0.014 0.3216
O -1.84681 3.03026 0.61236 0.118 0.118 0.068 -0.7517
H 4.84052 5.28205 -3.22191 -0.055 0.025 -0.013 0.2505
O 5.31058 3.45315 -4.07186 0.141 0.041 -0.102 -0.4733
H 2.49676 4.93238 4.25129 0.052 0.022 0.024 0.2790
O -0.26695 -1.33901 3.41959 -0.020 0.278 0.519 -0.6041
C -0.95910 -1.78474 0.01173 -0.261 -0.308 -0.053 -0.5263
C 2.31847 0.58741 -3.29457 -0.183 0.007 0.134 -0.4926
H 3.67541 -3.18205 2.14009 -0.031 0.038 -0.003 0.2433
H -6.98017 -3.56687 -2.38451 -0.005 -0.013 -0.024 0.2901
C 4.78664 2.76872 0.96885 0.084 -0.155 -0.019 -0.7402
H -5.60526 1.64929 3.39438 0.013 0.012 -0.024 0.3619
H -1.00432 -0.22885 -1.46257 -0.049 -0.126 0.002 0.0816
H -2.39494 -1.29801 -1.53462 -0.126 0.139 0.211 -0.0882
H -5.01290 -5.23197 -0.18828 0.024 -0.042 -0.012 0.2260
H 6.39205 2.86665 -0.46238 0.064 0.038 0.042 0.1746
H -4.86555 -3.23327 -3.70245 -0.005 0.038 -0.048 0.2981
O -6.27857 -1.24272 1.76659 -0.113 0.105 0.158 -0.4783
H -4.70161 -3.35949 -1.37076 0.068 0.046 0.084 0.0677
H 5.78011 -4.22185 1.30940 0.034 0.028 -0.017 0.3365
H 4.48066 2.19206 1.83979 0.020 0.030 0.034 0.2150
C 4.92928 4.81663 -4.20923 0.056 -0.018 0.096 -0.1549
O -4.53386 -2.50893 -1.78935 -0.082 -0.027 -0.080 -0.2906
H 3.25783 2.13893 -2.13772 0.056 0.012 -0.042 -0.1850
H 0.10109 -1.50907 0.01939 -0.144 0.115 0.131 0.1187
H -2.17086 -1.25710 1.78516 -0.160 -0.140 -0.132 -0.2514
H -4.63273 -0.55898 2.71305 0.032 -0.014 -0.014 0.1591
O 2.43764 3.22642 3.08173 0.003 0.005 0.119 -0.4048
C -1.47276 -2.02190 1.45503 0.387 0.023 0.203 1.0891
H 6.17888 3.42200 -3.65756 -0.031 -0.009 0.013 0.2651
H 2.75414 2.16682 5.54129 0.008 0.002 0.007 0.2868
C 5.26844 -4.20804 0.34375 -0.075 -0.051 0.020 -1.1736
C -4.90185 -5.20996 0.89798 0.027 0.125 0.139 -0.3857
H -4.88567 -6.25056 1.24231 -0.032 -0.009 -0.024 0.3035
C 5.89248 5.60390 -5.07883 0.022 -0.090 -0.038 -1.1123
C 2.38767 3.19357 5.52282 0.008 -0.066 -0.035 -1.0707
H -6.01379 -3.39936 1.16398 -0.071 -0.011 0.067 0.0648
H 4.79846 -2.10216 0.38581 -0.018 0.013 -0.043 0.1396
H 5.33188 0.79711 -0.61465 -0.042 -0.041 0.067 0.2976
H 3.75958 -3.05083 -0.67996 -0.039 0.025 0.008 0.2991
C 4.27920 -3.05939 0.27655 0.120 0.057 0.088 -0.0418
H 5.96717 5.15041 -6.06789 -0.014 0.014 -0.007 0.2879
C -6.24579 0.82700 3.07441 -0.077 -0.119 0.041 -1.2741
O 6.04086 0.88878 0.03227 0.034 0.018 -0.041 -0.5150
H 3.24579 0.11948 -3.62967 0.012 -0.015 0.007 0.3090
H 1.06449 0.24861 -1.85049 0.049 0.072 0.056 0.1824
H 4.75135 -5.16115 0.22588 0.004 0.002 -0.027 0.3070
H 1.36349 -2.55525 1.60897 0.104 -0.206 0.103 0.3570
H -7.02818 -0.89948 1.27060 0.052 0.034 -0.039 0.2430
H 3.93617 4.79880 -4.65586 -0.022 0.004 0.017 0.2984
H -3.50103 -4.60486 2.09858 0.044 0.101 -0.022 0.2689
C 2.52394 2.04325 -2.94014 -0.180 0.123 0.138 -0.1981
H 3.94340 3.91735 4.21583 0.014 0.022 0.001 0.2609
N -2.52160 0.20538 -0.07810 -0.107 -0.055 0.130 0.0051
H -2.78501 1.20977 -1.91075 -0.045 -0.005 0.065 0.3439
H 6.90111 2.33335 1.14469 0.009 -0.007 0.013 0.3274
O -0.74891 2.62145 -1.32129 0.033 -0.063 -0.074 -0.7285
C -2.78113 1.44270 -0.84223 -0.115 0.003 -0.039 -0.7090
H -7.10220 1.25104 2.54214 0.030 0.034 -0.006 0.3544
C -6.03647 -4.42415 1.53168 0.126 -0.037 -0.146 -0.7232
H -5.08558 0.39049 1.30692 0.141 0.002 -0.051 0.0358
H -6.62378 0.30883 3.95869 0.026 0.018 -0.007 0.3018
C -1.69556 2.49045 -0.50572 0.112 -0.150 -0.023 0.4182
H 1.47361 3.19974 3.06372 0.010 -0.025 -0.143 0.2579
H 2.87413 2.61900 -3.79578 0.041 -0.038 -0.042 0.0770
C -0.33309 -2.01751 2.44157 -0.031 -0.159 -0.569 0.4625
H 3.99112 2.67293 0.22710 -0.022 0.089 0.007 0.1341
H 1.58360 2.47285 -2.58199 -0.002 -0.009 0.007 0.3774
H 1.58489 0.50091 -4.10491 0.046 -0.016 -0.047 0.2688
H -7.00911 -4.87194 1.31321 0.034 -0.029 -0.011 0.3634
C 2.85329 3.89513 4.25885 -0.147 -0.010 -0.033 -0.2350
H -4.99512 -1.48857 -3.45288 0.013 0.003 -0.019 0.3135
O -3.64021 -4.59072 1.14574 -0.180 -0.295 -0.051 -0.4445
H -3.75842 1.84612 -0.55199 0.048 -0.052 -0.061 0.3298
H -7.10646 -1.81967 -2.16836 -0.001 0.011 -0.011 0.2225
C -5.47870 -0.12863 2.18063 -0.057 0.027 -0.090 0.2473
H -1.93375 -3.01425 1.53290 -0.068 0.322 -0.127 -0.2606
C 6.10080 2.26368 0.40756 -0.142 -0.021 -0.145 -0.2657
O 3.26422 -3.18239 1.26971 -0.038 0.018 -0.094 -0.5576
H 2.74534 3.71181 6.41501 0.001 0.016 -0.003 0.3279
H -1.00164 -2.74898 -0.50444 0.138 0.144 -0.021 0.2769
```
Forces are in eV/Å.

Properties
Relative energy (zero: lowest compared OMol25 entry of this formula, charge and spin) ... 0.0 kJ/mol
Spin multiplicity ... 1
Charge ... -1
E_LUMO ... 2.4 eV
HOMO-LUMO gap ... 6.5 eV